{"formula": "C4H8N2", "method": "wB97M-V/def2-TZVPD", "species": ["C", "N", "C", "C", "C", "N", "H", "H", "H", "H", "H", "H", "H", "H"], "positions_angstrom": [[1.820867, 0.021280, -0.197119], [1.610892, -0.964725, 0.884750], [0.566931, -0.737637, -0.089240], [-0.922372, 0.898577, -0.930290], [-1.970875, 0.059745, -0.331563], [-0.619698, 0.015107, 0.306736], [2.568115, -0.247154, -0.940776], [1.790618, 1.087090, 0.034748], [1.402096, -0.482586, 1.756145], [0.340425, -1.528555, -0.798580], [-0.935394, 1.909347, -0.522770], [-2.306673, -0.871219, -0.796650], [-2.719101, 0.472064, 0.359146], [-0.625828, 0.368662, 1.265468]], "forces_ev_per_a": [[0.1, 0.1, -0.1], [0.0, -0.2, 0.4], [0.0, -0.3, 0.1], [-0.4, 0.6, 0.0], [-0.2, -0.2, 0.0], [0.5, 0.2, -0.1], [-0.2, 0.0, 0.2], [-0.1, -0.3, 0.0], [0.1, -0.1, 0.0], [0.0, 0.0, 0.2], [-0.4, 0.2, -0.2], [0.3, 0.2, 0.0], [0.2, -0.3, 0.0], [0.2, 0.0, -0.4]], "lowdin_charge": [-0.12, 0.04, -0.34, -0.12, -0.18, -0.11, 0.10, 0.11, 0.08, 0.15, 0.03, 0.10, 0.10, 0.16], "lumo_ev": 0.8, "e_homo_ev": -7.386, "gap_ha": 0.3004, "mol_weight_g_mol": 84.12}